{
  "formula": "C42H35AsKN3O7S2",
  "method": "the ωB97M-V functional and the def2-TZVPD basis",
  "lumo_ev": 3.39,
  "homo_lumo_gap_ev": 4.86,
  "total_charge": -2,
  "homo_energy_ev": -1.461,
  "species": ["As", "K", "S", "S", "O", "O", "O", "O", "O", "O", "O", "N", "N", "N", "C", "C", "C", "C", "C", "C", "C", "C", "C", "C", "C", "C", "C", "C", "C", "C", "C", "C", "C", "C", "C", "C", "C", "C", "C", "C", "C", "C", "C", "C", "C", "C", "C", "C", "C", "C", "C", "C", "C", "C", "C", "C", "H", "H", "H", "H", "H", "H", "H", "H", "H", "H", "H", "H", "H", "H", "H", "H", "H", "H", "H", "H", "H", "H", "H", "H", "H", "H", "H", "H", "H", "H", "H", "H", "H", "H", "H"],
  "xyz": [[-0.50987, 3.07974, 0.29429], [0.49130, -0.05414, -0.44286], [-0.19399, 0.17145, 2.55818], [-3.20451, 1.93066, -1.10624], [-6.05355, 0.04041, -6.40524], [3.16238, -1.25148, -2.81960], [1.51365, 0.24344, -2.42177], [-4.35393, 1.42950, -6.50298], [0.69569, -0.76559, 1.76947], [1.43237, 2.08640, 2.05942], [3.34185, 2.28398, 3.22111], [-2.21918, -2.17427, -1.67850], [-0.37637, -3.41266, -0.06488], [2.76417, 0.93410, -0.04820], [5.39732, 0.13964, 0.36404], [1.51528, 6.62938, 1.59639], [-1.48423, -0.96465, 3.23698], [0.50953, 0.26303, 4.22524], [0.09787, -4.88542, 1.76210], [-3.02606, 3.57473, 1.92485], [-1.24096, -5.21833, 1.85532], [0.47914, -1.17214, 4.72227], [2.66829, 1.95633, 2.22118], [-3.02492, -1.52434, -2.63845], [-4.93095, -1.24207, -4.07637], [-2.56394, 3.44391, -1.72348], [-4.30893, -1.90169, -3.04053], [0.55227, 5.63417, 1.45313], [-1.67962, 3.54914, 4.34839], [-2.64058, 5.23897, -3.37376], [0.47846, -3.97679, 0.78143], [4.72443, 0.86805, 1.33450], [-1.66994, -3.71535, 0.04607], [-3.73235, 3.65458, 3.12581], [-4.27620, -0.19934, -4.75741], [-0.97855, 3.45713, 3.14972], [2.05069, 4.38464, 0.06511], [-4.85910, 0.50503, -5.93925], [3.41142, 1.24333, 1.09238], [-2.43652, -0.42668, -3.22584], [-1.04530, 5.33972, -1.58517], [-0.97100, -1.62835, 4.53024], [4.72469, -0.21969, -0.78903], [-3.02928, 0.19612, -4.32309], [-1.48764, 4.11713, -1.07646], [2.74849, 6.50584, 0.96630], [2.62013, -0.30977, -2.20209], [-3.11954, 4.03609, -2.87488], [0.80620, 4.50022, 0.68527], [-2.14038, -4.62512, 0.98289], [-3.06749, 3.62683, 4.34444], [-1.61139, 5.90613, -2.72118], [-2.62737, -3.03552, -0.86619], [3.40572, 0.19329, -0.96267], [-1.63624, 3.44622, 1.91066], [3.01492, 5.37556, 0.20163], [-4.81510, 3.73027, 3.10046], [-1.57208, -1.29938, 5.38040], [-4.80673, -2.74086, -2.57163], [1.29989, 7.50597, 2.19723], [0.81067, -1.26017, 5.75729], [6.42832, -0.15729, 0.51690], [1.14710, -1.76753, 4.09568], [-1.58294, -5.92035, 2.60405], [-1.68337, -1.66974, 2.42948], [2.26469, 3.49197, -0.51726], [-2.52022, 1.00276, -4.83364], [-3.92614, 3.51881, -3.38350], [-0.23750, 5.86549, -1.09587], [0.83068, -5.30097, 2.44194], [3.97889, 5.26432, -0.28207], [-6.34694, -0.68917, -5.85256], [-2.38137, -0.35632, 3.39595], [-3.62067, 3.67422, 5.27779], [5.16673, -0.83501, -1.56042], [-3.56864, 3.60174, 0.99866], [-0.40534, 5.74587, 1.94415], [-5.92678, -1.57138, -4.35198], [-3.67720, -3.32654, -0.77192], [-1.14001, 3.55206, 5.29048], [0.10250, 3.36289, 3.16810], [1.49229, 0.73323, 4.17642], [1.51878, -3.68652, 0.67010], [-1.23583, 6.84892, -3.10202], [5.17200, 1.15068, 2.27638], [3.49415, 7.28693, 1.06528], [-1.04295, -2.71422, 4.48038], [-3.19921, -4.85619, 1.02461], [-3.07166, 5.65570, -4.27944], [-1.43505, -0.21462, -2.89155], [-0.17893, 0.90610, 4.78941]],
  "mulliken_charge": [0.91, 1.35, 1.04, -0.37, -0.52, -0.83, -0.76, -0.56, -1.00, 0.41, -0.91, -0.01, -0.19, 0.54, -0.37, -0.64, -0.63, -0.81, -0.57, -0.67, -0.41, -0.67, -0.23, 0.54, -1.13, 0.03, -0.94, -0.15, -0.64, -0.50, -0.07, -0.94, 0.42, -0.64, 1.17, 0.09, -0.53, 0.64, 0.33, -0.09, -0.36, -0.50, -0.57, -0.86, 0.28, -0.54, -0.11, -0.85, -0.09, -0.60, -0.68, -0.98, -0.33, 0.45, 0.52, -0.64, 0.36, 0.25, 0.25, 0.35, 0.44, 0.39, 0.21, 0.41, -0.07, 0.44, 0.44, 0.40, 0.29, 0.39, 0.37, 0.26, 0.45, 0.32, 0.51, 0.29, 0.39, 0.14, 0.23, 0.44, 0.38, 0.32, 0.40, 0.36, 0.51, 0.32, 0.37, 0.33, 0.34, 0.63, 0.25]
}



{
  "formula": "C31H63BF9IN6O4PS",
  "method": "the ωB97M-V functional and the def2-TZVPD basis",
  "lumo_ev": [-2.10, -2.10],
  "s_squared": 2.0084,
  "homo_lumo_gap_ev": [8.24, 9.39],
  "total_charge": 1,
  "homo_energy_ev": [-10.345, -11.497],
  "multiplicity": 3,
  "species": ["I", "S", "P", "F", "F", "F", "F", "F", "F", "F", "F", "F", "O", "O", "O", "O", "N", "N", "N", "N", "N", "N", "C", "C", "C", "C", "C", "C", "C", "C", "C", "C", "C", "C", "C", "C", "C", "C", "C", "C", "C", "C", "C", "C", "C", "C", "C", "C", "C", "C", "C", "C", "C", "B", "H", "H", "H", "H", "H", "H", "H", "H", "H", "H", "H", "H", "H", "H", "H", "H", "H", "H", "H", "H", "H", "H", "H", "H", "H", "H", "H", "H", "H", "H", "H", "H", "H", "H", "H", "H", "H", "H", "H", "H", "H", "H", "H", "H", "H", "H", "H", "H", "H", "H", "H", "H", "H", "H", "H", "H", "H", "H", "H", "H", "H", "H", "H"],
  "xyz": [[2.93163, -4.10917, 2.89283], [6.50838, 3.04954, -2.93528], [2.95827, 0.83578, 3.33289], [4.91907, 3.09377, -3.14839], [3.96790, 1.37322, -1.37707], [8.07639, 3.03145, -2.72113], [6.23517, 2.04801, -0.48880], [6.36551, 4.12248, -1.77786], [6.64399, 1.98775, -4.11411], [4.76683, 0.49875, -3.22838], [6.66552, 4.21310, -3.98631], [7.36565, 0.80859, -1.84058], [-0.67995, 2.66796, -1.58877], [-3.06436, -1.95940, 1.35723], [-0.20532, -3.38675, 3.26347], [-1.02835, 0.66515, 4.22400], [-3.83757, -2.84941, 0.82920], [-0.52485, 0.41935, 1.42539], [1.58998, -0.55230, 0.72310], [1.01448, 1.37753, 5.40235], [3.83332, 0.66126, 2.01776], [-0.56170, 3.77985, -2.22857], [1.29637, 0.05008, 3.16484], [3.65617, -2.62272, -0.44012], [-0.26122, 3.48633, -5.09960], [0.89101, 3.19198, -4.14381], [-4.60780, -5.23089, 1.09117], [3.89378, -1.48708, -1.46584], [2.24120, -2.15486, 2.40216], [-1.89492, 5.54745, -3.42209], [-6.58812, -2.81815, 1.77145], [-3.00889, 3.62971, -2.36408], [5.14517, -0.63362, -1.18006], [-1.74800, 4.05175, -3.10722], [-5.46185, -3.39472, 2.62362], [-4.89464, -2.23632, -0.04340], [1.82523, 3.37669, -1.84523], [-1.60415, 3.25977, -4.40847], [5.01972, 0.70118, -1.91850], [1.38971, -1.48909, 3.48890], [-4.27390, -1.07659, -0.81120], [-6.05126, -1.74250, 0.82856], [0.80660, 3.95404, -2.81679], [-0.05266, -2.02675, 3.59140], [2.16669, -2.83621, -0.11912], [6.28810, 1.58038, -1.73453], [1.14864, 5.45128, -3.01449], [-0.23898, -4.24193, 4.39783], [-4.26647, -3.90348, 1.81194], [1.55394, -2.04050, 1.04527], [0.88792, 0.37246, 1.69627], [-3.09926, -4.16755, 2.74620], [-5.42304, -3.23015, -1.08815], [0.33336, 0.74425, 4.27516], [-2.85768, -3.29411, 3.34691], [-6.05669, -2.69193, -1.79239], [-1.88851, 6.13959, -2.50613], [-4.60157, -3.67719, -1.64969], [1.10051, -0.42518, -0.16620], [-5.11249, -2.61597, 3.30958], [1.74110, 3.84998, -0.86380], [0.90195, 2.11718, -3.93151], [-6.02405, -4.03019, -0.66541], [-0.95245, -0.41940, 1.05209], [0.58817, -4.03751, 5.08549], [-0.69601, -1.46910, 2.90556], [0.41526, 6.10216, -2.54665], [-7.34806, -2.38455, 2.42292], [1.18527, 0.77753, 6.20220], [-3.96665, -0.26948, -0.15016], [4.03026, -3.55458, -0.87452], [-3.08275, 4.13728, -1.40144], [-1.71956, 2.19295, -4.19164], [-3.40514, -1.40789, -1.38241], [-0.46263, -1.83538, 4.59170], [6.03242, -1.18361, -1.48973], [-5.82747, -4.21599, 3.24319], [1.70263, 2.30269, -1.72549], [-5.66723, -5.47866, 1.15292], [2.56663, -0.22919, 0.60065], [2.66771, 2.17165, 3.61494], [-6.84521, -1.38164, 0.17159], [3.02105, -0.83286, -1.49380], [4.25930, -2.47272, 0.46387], [-1.48227, 1.12811, 3.51253], [3.98232, -1.90783, -2.47036], [-2.85207, 5.70657, -3.91702], [3.52185, 0.33135, 4.51024], [0.46308, 2.16278, 5.73429], [3.16359, -1.57756, 2.33220], [-5.71350, -0.88441, 1.41822], [-2.42616, 3.53788, -5.07055], [1.27898, 1.36459, 1.44031], [4.73628, 0.24152, 2.21055], [-0.18419, 2.83266, -5.96940], [-0.76061, 1.20712, 0.83251], [-2.21268, -4.44084, 2.17500], [0.50037, -2.32940, 1.09848], [-5.01394, -0.68431, -1.50836], [2.10547, 5.68350, -2.54910], [-3.04065, 2.55653, -2.19139], [-0.19223, 4.50793, -5.48129], [1.92689, -1.57056, 4.44216], [-3.87490, 3.90480, -2.96512], [-7.08827, -3.60936, 1.20721], [5.18225, -0.38416, -0.11925], [1.22281, 5.72630, -4.06603], [-4.05379, -6.05472, 1.53870], [2.82693, 3.56287, -2.22877], [1.84954, 3.42718, -4.61104], [1.59333, -2.60167, -1.02464], [-4.32773, -5.20929, 0.04164], [1.95840, -3.88329, 0.11633], [-1.12505, 5.93284, -4.08477], [-1.20084, -4.15000, 4.91233], [-0.12998, -5.26522, 4.03102], [-3.33979, -4.98656, 3.42571]],
  "mulliken_charge": [0.14, 1.36, -0.14, -0.31, -0.20, -0.32, -0.27, -0.30, -0.30, -0.35, -0.29, -0.29, -0.44, -0.38, -0.05, -0.59, 0.31, -0.18, 0.44, -0.47, -0.55, 0.23, 0.47, -1.00, -0.69, -1.29, -1.80, -0.39, -1.82, -1.82, -0.51, -2.00, -1.03, 1.76, -1.37, 1.89, -2.27, -1.23, 0.73, 0.17, -2.19, -1.22, 2.69, -1.52, -1.39, 0.66, -1.89, -0.98, 2.49, 0.83, -2.33, -2.63, -1.87, 0.73, 0.30, 0.44, 0.37, 0.39, 0.81, 0.34, 0.51, 0.37, 0.39, 0.11, 0.49, 0.22, 0.37, 0.39, 0.22, 0.34, 0.51, 0.43, 0.34, 0.45, 0.64, 0.47, 0.39, 0.17, 0.34, -0.19, 0.15, 0.41, 0.12, 0.50, 0.30, 0.52, 0.44, 0.12, 0.18, 0.74, 0.36, 0.42, 1.27, 0.25, 0.41, 0.31, 0.60, -0.01, 0.43, 0.48, 0.36, 0.30, 0.98, 0.44, 0.30, 0.17, 0.35, 0.47, 0.44, 0.38, 0.54, 0.36, 0.63, 0.38, 0.32, 0.25, 0.48]
}



{
  "formula": "C3H7N3",
  "method": "the ωB97M-V functional and the def2-TZVPD basis",
  "lumo_ev": 0.79,
  "homo_lumo_gap_ev": 10.77,
  "total_charge": 0,
  "smiles": "N#C[C@H](N)CN",
  "homo_energy_ev": -9.985,
  "species": ["N", "N", "N", "C", "C", "C", "H", "H", "H", "H", "H", "H", "H"],
  "xyz": [[2.42645, 1.76863, 0.02051], [-1.81638, 0.46426, 0.38477], [1.10727, -1.38940, -0.21000], [0.60983, -0.10983, 0.29561], [-0.65041, 0.36624, -0.48443], [1.66168, 0.91077, 0.14551], [-0.76894, -0.30500, -1.34798], [0.40184, -2.10154, -0.04167], [-2.42375, 1.21396, 0.07567], [-2.36648, -0.38821, 0.38624], [0.32628, -0.11921, 1.35953], [-0.44379, 1.36098, -0.89093], [1.93641, -1.67166, 0.30718]],
  "mulliken_charge": [-0.44, -0.60, -0.74, 0.58, -0.69, 0.02, 0.34, 0.24, 0.23, 0.21, 0.20, 0.39, 0.26]
}